(1)
{
  "formula": "C7H26O7",
  "method": "wB97M-V/def2-TZVPD",
  "de_lowest_kj_mol": 0.00,
  "total_charge": -2,
  "largest_force_ha_per_bohr": 0.0509,
  "e_homo_ha": 0.0401,
  "spin_multiplicity": 1,
  "species": ["C", "O", "H", "H", "H", "C", "O", "H", "H", "H", "C", "O", "H", "H", "H", "H", "C", "O", "H", "H", "H", "H", "C", "O", "H", "H", "H", "H", "C", "O", "H", "H", "H", "H", "C", "O", "H", "H", "H", "H"],
  "xyz": [[0.123, -0.110, -1.235], [1.080, -0.582, -0.352], [0.264, -0.190, -2.333], [-0.873, -0.455, -0.910], [0.004, 1.006, -1.204], [-2.933, -2.145, 2.138], [-1.960, -2.349, 3.071], [-3.330, -3.114, 1.754], [-3.761, -1.519, 2.561], [-2.621, -1.552, 1.246], [4.162, -1.272, -1.517], [2.952, -1.761, -2.074], [4.777, -0.809, -2.295], [3.883, -0.550, -0.739], [4.648, -2.111, -1.002], [2.227, -1.363, -1.521], [-1.965, 2.323, 1.318], [-1.542, 1.399, 2.325], [-1.614, 3.299, 1.684], [-1.563, 2.062, 0.346], [-3.057, 2.350, 1.408], [-1.782, 1.715, 3.196], [1.613, -3.541, 0.898], [2.203, -2.977, 2.071], [2.156, -3.151, 0.030], [1.555, -4.635, 0.909], [0.621, -3.093, 0.820], [2.923, -3.556, 2.333], [2.090, 2.714, 0.313], [2.281, 2.131, 1.588], [2.589, 3.686, 0.186], [2.481, 1.997, -0.407], [1.027, 2.890, 0.116], [2.306, 2.833, 2.244], [-3.205, 1.617, -2.662], [-4.577, 1.577, -3.122], [-2.583, 1.320, -3.509], [-2.893, 2.590, -2.282], [-3.015, 0.873, -1.890], [-4.693, 2.452, -3.501]],
  "atomic_forces_ev_per_a": [[0.4367, 0.5990, 1.6324], [0.3008, 0.1126, -2.0973], [0.1097, -0.9015, -0.1797], [-0.3143, -0.2798, -0.5562], [0.0069, 0.4621, 0.2951], [1.0739, 0.1480, 1.1080], [-0.3463, -0.0727, -0.2096], [-0.5471, 0.0475, -0.2642], [-0.6204, -0.1981, -0.1833], [0.1506, -0.0877, -0.2205], [-1.3814, -0.3818, 0.4516], [0.4431, 0.1273, -0.3835], [0.2389, -0.0970, 0.1241], [0.3504, 0.1805, -0.0914], [0.5220, 0.1884, -0.2128], [-0.5915, 0.2231, 0.5711], [-0.3099, 0.2360, 2.5897], [0.5620, -0.4871, -0.8619], [0.0771, 0.3324, -0.8247], [-0.0354, -0.2229, 0.0453], [-0.1007, 0.0886, -0.9539], [-0.1742, 0.0598, -0.0277], [-0.1701, 1.1711, -0.3540], [0.2262, -0.5860, 0.3688], [-0.0247, -0.4400, -0.1142], [0.0513, 0.0210, 0.1176], [-0.0182, -0.2293, 0.1213], [0.0226, 0.1000, -0.0078], [-0.2530, -0.1038, -0.0976], [0.4015, 0.3766, 0.1828], [0.2501, -0.0914, 0.1370], [-0.2222, 0.0270, -0.0923], [-0.0037, -0.2261, -0.0807], [-0.1599, -0.0527, 0.0301], [0.2122, -0.8276, -0.5182], [0.4579, 0.5980, 0.5003], [0.3069, 0.2343, 0.0981], [-0.1797, 0.0906, -0.0280], [-0.3748, 0.0183, 0.0973], [-0.3735, -0.1566, -0.1111]],
  "mulliken_charge": [-0.21, -0.83, 0.24, -0.03, -0.09, -0.34, -0.91, 0.25, 0.17, -0.17, -0.51, -0.54, 0.23, 0.15, 0.21, 0.37, -0.27, -0.42, 0.27, -0.07, 0.29, 0.22, -0.14, -0.48, -0.01, 0.34, 0.07, 0.24, -0.26, -0.45, 0.34, 0.05, 0.05, 0.23, -0.37, -0.52, 0.26, 0.24, 0.10, 0.29]
}


(2)
{
  "formula": "C7H28N14O7",
  "method": "wB97M-V/def2-TZVPD",
  "de_lowest_kj_mol": 454.10,
  "smiles": "NC(N)=O.NC(N)=O.NC(N)=O.NC(N)=O.NC(N)=O.NC(N)=O.NC(N)=O",
  "largest_force_ha_per_bohr": 0.1539,
  "e_homo_ha": -0.3331,
  "spin_multiplicity": 1,
  "species": ["N", "C", "N", "O", "H", "H", "H", "H", "N", "C", "N", "O", "H", "H", "H", "H", "N", "C", "N", "O", "H", "H", "H", "H", "N", "C", "N", "O", "H", "H", "H", "H", "N", "C", "N", "O", "H", "H", "H", "H", "N", "C", "N", "O", "H", "H", "H", "H", "N", "C", "N", "O", "H", "H", "H", "H"],
  "xyz": [[-3.544, -4.768, 1.049], [-2.687, -4.447, 2.007], [-1.428, -4.446, 1.511], [-3.034, -4.144, 3.135], [-4.458, -4.901, 1.457], [-3.302, -5.082, 0.120], [-0.740, -4.465, 2.250], [-1.241, -4.563, 0.526], [1.261, -0.605, -1.450], [0.365, -0.275, -0.648], [-0.432, -1.234, -0.336], [0.312, 0.892, -0.195], [1.507, -1.584, -1.477], [1.936, 0.111, -1.680], [-0.400, -2.156, -0.747], [-1.121, -0.962, 0.351], [-2.676, 1.802, 1.274], [-1.942, 2.142, 2.334], [-0.715, 1.670, 2.251], [-2.382, 2.681, 3.330], [-3.676, 1.928, 1.207], [-2.274, 1.168, 0.599], [-0.369, 1.418, 1.336], [-0.074, 1.423, 2.992], [1.838, 2.993, 0.491], [1.435, 4.201, 0.267], [1.741, 4.928, 1.312], [0.947, 4.566, -0.807], [1.375, 2.295, -0.073], [2.408, 2.699, 1.272], [1.530, 5.832, 0.912], [2.382, 4.723, 2.065], [2.534, 1.625, -4.688], [2.326, 2.067, -3.517], [1.543, 3.106, -3.585], [2.787, 1.591, -2.522], [2.118, 2.067, -5.495], [3.013, 0.737, -4.727], [1.416, 3.651, -2.744], [1.295, 3.523, -4.470], [-3.832, -1.003, 2.257], [-4.768, -1.305, 1.470], [-5.919, -0.986, 1.979], [-4.516, -1.676, 0.339], [-3.855, -0.361, 3.036], [-2.904, -1.199, 1.909], [-6.088, -0.584, 2.890], [-6.688, -1.208, 1.363], [5.559, -2.287, -1.868], [4.592, -2.105, -1.047], [4.417, -0.888, -0.800], [4.133, -3.076, -0.387], [5.924, -3.190, -2.134], [5.870, -1.461, -2.360], [4.753, -0.205, -1.464], [3.752, -0.670, -0.071]],
  "atomic_forces_ev_per_a": [[-2.5282, -0.6439, -0.4333], [0.2343, 0.4615, -0.4072], [1.5446, 0.4536, 1.1497], [0.5257, -0.3019, 0.2187], [-0.2240, 0.0171, -0.8944], [-0.2512, 0.0218, 0.4848], [0.4710, 0.1504, -0.7338], [0.2338, -0.1984, 0.6327], [5.1617, -1.7502, -4.1961], [-1.0844, 3.8198, 2.2895], [-3.6137, -1.9961, 2.2700], [-1.0510, -0.5946, -0.0848], [0.3638, 0.2711, -0.4356], [0.3710, 0.0089, -0.4052], [-0.2233, 0.4214, 0.2556], [-0.1863, -0.8042, -0.1868], [-1.3457, -0.4036, -2.3752], [-0.9353, -0.2107, 2.1616], [3.2392, -1.1364, -0.7242], [-0.7437, 0.6952, 0.6727], [0.4096, 0.3198, 0.3440], [-0.1743, 0.3050, 0.0205], [0.1233, -0.1508, -0.1153], [-0.7585, 0.7618, 0.2994], [0.5889, -4.5375, -0.9849], [0.8648, -1.3624, -1.1181], [-0.9642, 4.6354, 0.4433], [-0.4333, 0.5896, 0.5419], [0.5259, -0.5573, 0.0093], [-0.5347, 0.2392, -0.1600], [0.6988, 1.2272, 1.6389], [-0.3404, 0.1733, -0.5086], [1.9255, -3.4950, -5.3264], [-0.9921, 1.7137, 1.0364], [-2.1575, 3.4484, 1.3076], [1.3829, -1.5596, 3.0481], [0.3251, -0.6310, 0.1048], [-0.1120, 0.2489, -0.6128], [-0.3144, 0.2315, 0.2234], [0.0177, -0.0422, 0.4910], [6.6373, 1.0866, 4.0282], [-0.1885, 0.4394, -2.4479], [-5.0388, 0.0142, -0.2316], [-0.7873, -1.2879, -1.5341], [-0.3102, -0.3068, -0.1159], [-0.1865, 0.0945, 0.2795], [0.1888, -0.3598, -0.3495], [-0.2529, 0.3319, 0.4789], [3.7700, -0.7562, -4.5231], [-0.5071, -7.0840, 3.4948], [-2.4099, 6.2362, 1.6273], [-0.6141, 1.2872, -0.8133], [-0.4196, 0.2635, 0.1612], [0.4970, -0.6408, -0.2143], [-0.5112, 0.4130, 0.6038], [0.0934, 0.4300, -0.3852]],
  "mulliken_charge": [-0.37, 0.71, -0.43, -0.66, 0.23, 0.16, 0.21, 0.16, -0.33, 0.62, -0.17, -0.90, 0.22, 0.17, 0.11, 0.00, -0.26, 0.60, -0.20, -0.72, 0.19, 0.07, 0.29, 0.19, -0.26, 0.76, -0.48, -0.74, 0.21, 0.17, 0.28, 0.18, -0.39, 0.71, -0.34, -0.73, 0.15, 0.23, 0.21, 0.16, -0.23, 0.70, -0.44, -0.69, 0.22, 0.01, 0.18, 0.24, -0.38, 0.75, -0.31, -0.74, 0.22, 0.13, 0.16, 0.19]
}


For reference, E by record: -808.70285 -1576.93174 Eh.